(1)
13
Properties=species:S:1:pos:R:3:mulliken_charge:R:1 method="wB97M-V/def2-TZVPD" lumo_ev=0.5 gap_ev=9.562 relative_energy_ev=4.511 e_homo_ev=-9.06 spin_multiplicity=1
S 2.77 -0.19 -0.61 0.120
O 1.13 0.24 1.30 -0.493
O 2.27 1.30 -0.54 -0.439
C -1.62 -0.38 -1.02 -0.391
C 1.88 -0.61 0.85 0.078
C -1.20 0.64 0.03 -0.465
C -1.95 -0.33 0.44 -0.354
H 2.09 -1.60 1.30 0.330
H -2.46 0.03 -1.72 0.202
H 1.45 1.24 -0.02 0.387
H -0.81 -1.11 -1.35 0.161
H -2.61 -0.79 1.18 0.336
H -0.94 1.57 0.18 0.527


(2)
13
Properties=species:S:1:pos:R:3:mulliken_charge:R:1 method="wB97M-V/def2-TZVPD" lumo_ev=0.0 gap_ev=8.920 relative_energy_ev=3.204 e_homo_ev=-8.88 spin_multiplicity=1
S -1.01 2.78 -2.22 -0.265
O -0.16 0.43 -1.45 -0.317
O 1.09 -1.35 1.42 -0.616
C -0.03 -0.33 -0.17 0.313
C -1.13 -0.71 0.34 -0.619
C 1.43 -0.71 0.19 -0.222
C -0.71 1.67 -1.08 -0.204
H -1.22 1.73 -0.16 0.386
H -2.06 -0.35 -0.17 0.333
H 1.94 -1.29 -0.58 0.278
H 0.92 -0.70 2.21 0.351
H -1.01 -1.45 1.13 0.349
H 1.95 0.27 0.52 0.233


(3)
13
Properties=species:S:1:pos:R:3:mulliken_charge:R:1 method="wB97M-V/def2-TZVPD" lumo_ev=-0.5 gap_ev=9.328 relative_energy_ev=0.270 e_homo_ev=-9.85 spin_multiplicity=1
S 0.94 2.56 -1.70 -0.164
O 1.54 -0.05 -1.90 -0.509
O -0.47 1.52 0.41 -0.561
C -0.02 0.54 -0.15 0.379
C -1.02 -1.01 1.57 -1.061
C -0.11 -0.87 0.35 -0.275
C 0.87 0.80 -1.35 0.502
H -0.61 -1.39 -0.49 0.271
H 1.77 2.42 -2.71 0.146
H -1.31 -2.11 1.68 0.327
H -1.94 -0.44 1.31 0.290
H 0.88 -1.29 0.48 0.369
H -0.52 -0.66 2.52 0.286


(4)
13
Properties=species:S:1:pos:R:3:mulliken_charge:R:1 method="wB97M-V/def2-TZVPD" lumo_ev=-1.1 gap_ev=7.864 relative_energy_ev=3.435 e_homo_ev=-8.99 spin_multiplicity=1
S 2.77 0.31 0.31 0.755
O 3.46 -0.51 -0.63 -0.370
O 2.66 1.72 0.00 -0.395
C -1.04 -0.18 0.06 0.566
C -1.70 -1.16 0.62 -0.386
C -0.28 -1.34 0.39 -0.852
C -1.02 1.19 -0.57 -1.046
H -2.61 -1.46 1.13 0.346
H -1.84 1.36 -1.26 0.299
H -0.08 1.32 -1.03 0.291
H 0.27 -1.93 -0.28 0.302
H -1.09 1.96 0.14 0.304
H 0.49 -1.28 1.10 0.186